# C48H63N11O

A 12-piece molecular cluster, C48H63N11O overall (wB97M-V/def2-TZVPD, OMol25).

Positions of all 123 atoms, in Å:
C: 5.13 0.00 1.07
C: 5.33 -1.35 0.69
C: 5.27 -2.11 1.80
N: 5.29 -1.28 2.91
C: 5.02 0.01 2.44
H: 4.95 0.86 0.44
H: 5.25 -1.56 -0.36
H: 5.29 -3.18 1.93
H: 5.28 -1.56 3.88
H: 4.86 0.82 3.13
C: 0.62 0.90 0.71
C: 1.30 0.10 -0.22
C: 0.36 -0.29 -1.15
N: -0.86 0.18 -0.76
C: -0.75 0.70 0.50
H: 1.09 1.38 1.56
H: 2.34 -0.14 -0.35
H: 0.38 -0.91 -2.03
H: -1.78 0.07 -1.16
H: -1.60 1.07 1.06
C: -2.48 -4.41 -1.14
C: -2.09 -5.65 -1.03
C: -1.01 -5.77 -0.11
N: -0.70 -4.48 0.26
C: -1.59 -3.65 -0.38
H: -3.32 -4.07 -1.73
H: -2.72 -6.41 -1.48
H: -0.42 -6.64 0.14
H: 0.07 -4.10 0.79
H: -1.53 -2.58 -0.35
C: -0.11 -1.23 -4.90
C: 1.15 -1.89 -4.80
C: 0.93 -3.15 -4.22
N: -0.46 -3.18 -3.78
C: -1.00 -2.02 -4.17
H: -0.29 -0.24 -5.27
H: 2.07 -1.63 -5.29
H: 1.49 -4.05 -4.00
H: -0.92 -3.92 -3.27
H: -2.05 -1.87 -3.97
C: 4.53 -0.34 -4.08
C: 4.86 0.85 -4.79
C: 4.21 1.95 -4.19
N: 3.48 1.51 -3.12
C: 3.66 0.11 -3.10
H: 5.12 -1.25 -4.17
H: 5.55 0.95 -5.62
H: 4.30 3.01 -4.41
H: 3.04 2.06 -2.40
H: 3.20 -0.46 -2.31
C: -0.37 5.31 -1.23
C: 0.27 5.33 -2.49
C: 0.92 4.17 -2.68
N: 0.68 3.51 -1.48
C: -0.05 4.18 -0.65
H: -1.06 6.07 -0.87
H: 0.31 6.14 -3.21
H: 1.59 3.80 -3.44
H: 1.04 2.59 -1.25
H: -0.19 3.85 0.37
C: 3.91 -5.32 -0.44
C: 4.35 -4.03 -0.72
C: 3.22 -3.43 -1.23
N: 2.14 -4.27 -1.20
C: 2.58 -5.51 -0.78
H: 4.47 -6.16 -0.05
H: 5.33 -3.62 -0.52
H: 3.10 -2.37 -1.40
H: 1.17 -4.09 -1.41
H: 1.94 -6.37 -0.66
C: -2.64 1.38 -3.52
C: -2.50 2.61 -2.89
C: -3.62 2.82 -2.07
N: -4.49 1.88 -2.29
C: -3.96 0.97 -3.25
H: -1.93 0.80 -4.10
H: -1.70 3.30 -3.06
H: -3.92 3.62 -1.40
H: -5.25 1.67 -1.65
H: -4.51 0.10 -3.56
C: -3.38 3.50 3.61
C: -3.17 4.04 4.93
C: -4.41 4.31 5.43
N: -5.36 3.87 4.49
C: -4.72 3.40 3.38
H: -2.62 3.18 2.92
H: -2.23 4.00 5.47
H: -4.77 4.82 6.31
H: -6.33 4.02 4.73
H: -5.22 2.98 2.53
C: 0.26 -3.18 2.88
C: 0.72 -1.93 2.37
C: 1.99 -2.27 1.90
N: 2.26 -3.58 2.07
C: 1.18 -4.16 2.62
H: -0.64 -3.32 3.46
H: 0.25 -0.96 2.43
H: 2.66 -1.65 1.33
H: 3.09 -4.04 1.72
H: 1.24 -5.20 2.89
C: 1.47 6.69 2.86
C: 2.33 5.60 2.66
C: 1.66 4.44 3.06
N: 0.36 4.85 3.29
C: 0.24 6.23 3.27
H: 1.58 7.74 2.65
H: 3.33 5.69 2.28
H: 1.96 3.42 2.90
H: -0.45 4.24 3.27
H: -0.70 6.74 3.42
C: -3.86 -0.63 2.19
C: -5.26 -0.11 2.07
C: -6.12 -1.16 1.49
O: -5.41 -2.34 2.01
C: -4.12 -2.12 2.56
H: -3.40 -0.02 2.97
H: -3.25 -0.65 1.29
H: -5.27 0.63 1.27
H: -5.63 0.26 3.03
H: -6.06 -1.18 0.40
H: -7.16 -1.25 1.80
H: -3.43 -2.83 2.09
H: -4.20 -2.23 3.64

Its HOMO-LUMO gap is 8.323 eV. The charge is 0. As for the lowest unoccupied orbital energy: 0.28 eV.

***

# C48H64HgN6O3S

C48H64HgN6O3S as an isolated structure (wB97M-V/def2-TZVPD, OMol25).

Positions of all 123 atoms, in Å:
Hg: 1.84 1.18 -0.11
C: -2.46 -2.30 -6.57
C: -2.23 -3.41 -5.76
C: -3.06 -3.20 -4.57
C: -3.54 -1.89 -4.67
C: -3.10 -1.30 -5.84
C: -3.32 0.04 -6.46
C: -2.08 0.45 -7.31
C: -3.50 1.00 -5.25
C: -4.44 -0.04 -7.48
C: -3.16 -4.04 -3.33
C: -2.01 -3.94 -2.36
C: -3.33 -5.52 -3.74
C: -4.47 -3.67 -2.57
C: -1.35 -4.58 -6.22
C: -0.31 -5.05 -5.20
C: -2.26 -5.69 -6.85
C: -0.53 -4.03 -7.41
H: -2.10 -2.19 -7.58
H: -4.07 -1.35 -3.95
H: -1.21 0.33 -6.73
H: -2.15 1.58 -7.52
H: -1.98 -0.11 -8.29
H: -2.57 0.91 -4.68
H: -4.42 0.79 -4.66
H: -3.54 2.13 -5.59
H: -4.18 -0.63 -8.39
H: -4.78 0.96 -7.71
H: -5.25 -0.69 -7.16
H: -1.67 -2.86 -2.24
H: -1.09 -4.47 -2.69
H: -2.30 -4.34 -1.39
H: -2.38 -6.02 -3.94
H: -4.04 -5.61 -4.57
H: -3.76 -6.19 -3.02
H: -4.30 -2.73 -1.99
H: -4.62 -4.42 -1.87
H: -5.37 -3.64 -3.20
H: -0.71 -5.52 -4.31
H: 0.39 -4.19 -4.89
H: 0.38 -5.83 -5.67
H: -1.73 -6.44 -7.48
H: -3.06 -5.32 -7.50
H: -2.72 -6.32 -6.09
H: 0.03 -3.25 -7.02
H: -1.06 -3.81 -8.30
H: 0.20 -4.83 -7.66
O: 5.34 5.41 8.97
N: 4.90 5.70 7.86
O: 5.02 6.85 7.38
C: 4.23 4.67 7.19
C: 3.78 3.52 7.85
C: 3.22 2.49 7.07
C: 2.88 1.31 7.73
C: 2.32 0.27 7.01
C: 2.12 0.47 5.60
N: 2.35 1.64 4.96
C: 2.96 2.65 5.70
C: 3.36 3.82 5.06
N: 2.97 3.88 3.74
C: 3.23 5.01 3.12
C: 3.88 6.08 3.76
C: 4.16 6.06 5.06
C: 3.98 4.87 5.79
H: 4.15 3.43 8.90
H: 3.07 1.20 8.80
H: 2.28 -0.71 7.50
H: 1.68 -0.26 4.99
H: 2.99 5.03 2.01
H: 3.94 6.97 3.19
H: 4.74 6.91 5.52
C: -1.93 5.22 -1.66
C: -0.69 4.75 -2.11
C: 0.01 3.74 -1.53
C: -0.46 3.27 -0.25
C: 0.07 2.08 0.43
C: -0.63 1.61 1.52
C: -1.88 2.12 1.94
C: -2.42 3.19 1.31
C: -1.75 3.73 0.17
C: -2.46 4.75 -0.52
H: -2.49 6.03 -2.12
H: -0.23 5.15 -3.01
H: 0.92 3.40 -2.02
H: -0.23 0.89 2.27
H: -2.39 1.61 2.75
H: -3.33 3.78 1.57
H: -3.42 5.03 -0.01
C: 4.71 2.44 0.58
N: 4.71 1.12 1.12
C: 4.92 0.95 2.61
C: 4.51 0.09 0.30
N: 3.62 0.20 -0.70
N: 5.29 -1.00 0.32
C: 5.18 -2.06 -0.70
C: 6.42 -1.19 1.31
H: 3.91 2.41 -0.24
H: 5.62 2.72 0.16
H: 4.31 3.15 1.32
H: 4.71 1.96 3.03
H: 5.90 0.67 2.85
H: 4.27 0.15 2.95
H: 3.55 -0.59 -1.36
H: 5.94 -1.87 -1.50
H: 4.13 -2.20 -1.13
H: 5.39 -3.01 -0.16
H: 6.94 -0.22 1.38
H: 7.09 -1.96 0.89
H: 6.15 -1.62 2.27
O: -3.36 -0.14 3.70
S: -3.42 -1.37 4.61
C: -4.88 -1.18 5.79
C: -4.44 -1.43 7.22
C: -2.92 -1.55 7.37
C: -2.21 -1.22 5.96
H: -5.70 -1.84 5.42
H: -5.19 -0.13 5.66
H: -4.77 -2.46 7.58
H: -4.86 -0.68 8.03
H: -2.69 -2.55 7.74
H: -2.51 -0.90 8.17
H: -1.44 -2.01 5.83
H: -1.72 -0.25 5.91

Its HOMO-LUMO gap (alpha / beta) is 3.548 / 3.545 eV. For the energy above the lowest of the compared OMol25 structures with the same formula, charge and spin, the calculation gives 159.4 kJ/mol. The charge is -1. As for the lowest unoccupied orbital energy (alpha / beta): 0.87 / 0.87 eV. Its multiplicity is 2.